Formula: C46H57FeN4O2S2SbSi4Te
Source: the Open Molecules 2025 dataset
Level of theory: ωB97M-V/def2-TZVPD

XYZ file:
```
118
C46H57FeN4O2S2SbSi4Te (ωB97M-V/def2-TZVPD)
H -0.07761 3.64058 1.89555
H -1.11420 3.41388 0.48509
S -1.83161 -1.66053 -3.11611
H 3.72704 1.26038 -3.95946
C 4.15792 -0.77462 -3.55673
H -5.07745 1.40475 4.79041
C 5.13387 2.67502 0.76940
C 1.83508 -3.16954 -1.77186
H 2.59738 1.76287 3.19617
H -3.60390 4.42606 1.73699
H 2.01827 -1.83393 -5.21875
N 0.65572 -2.95375 -1.15875
C -0.76438 2.94450 1.40632
H 0.26826 4.39521 -4.05897
H 3.37890 -4.57126 -2.26720
C 1.85555 1.01231 5.05966
H -0.19907 2.04771 1.14020
H -0.96927 1.09886 4.13381
C -5.70880 0.69417 4.25258
H 2.29066 1.81845 5.63623
H 0.14428 -3.37438 -4.21394
H -0.90255 -3.74426 -0.07297
S -0.62337 -0.18934 -5.43143
H 6.15393 2.69791 1.12932
H -1.87546 1.64804 -1.55696
C 2.02545 0.98169 3.68164
H 4.75673 0.71873 1.55252
C 3.90973 -3.97754 1.42380
C -0.76481 -1.58558 -4.41349
C 2.42724 -1.99149 -2.45105
C 3.03410 1.51668 0.53171
C 1.13683 0.01112 5.69760
H -4.24035 3.78109 3.25693
C 0.73224 -1.04292 3.57645
C 5.05862 -3.85964 0.65091
H -0.06052 -1.41471 -7.41699
H 2.12033 -3.02894 2.10894
H 2.90113 4.57707 -0.92357
N -0.02843 1.04679 -2.19957
C 3.01169 -2.92326 1.49835
H -0.95911 2.78471 4.65599
H -3.22151 3.11947 -1.08546
Fe -0.15409 -0.92949 -1.26167
Si -2.19987 2.54079 2.54223
C 2.06078 0.22367 -3.00606
C 1.79431 -5.46970 -1.13147
C -3.32512 4.02852 2.71487
C 1.12060 -2.17220 -5.74222
H -5.71060 0.41479 -2.26025
H -4.59562 3.95477 -0.36255
H 0.26716 -1.84307 3.00798
H -4.05910 -0.07738 -1.88940
H -6.41452 1.25988 3.64188
H -1.78172 3.85335 -2.73385
H -5.19568 -2.31145 1.60978
H 2.08549 2.71143 -4.20308
H 1.37529 -3.03371 -6.35615
H -6.28611 0.13768 4.99502
H 5.75962 -4.68244 0.59323
H 3.71459 -4.89112 1.97152
H 0.04657 -6.03849 0.00044
H 2.24547 -6.45290 -1.11923
C 1.19889 2.51789 -3.61612
H -6.20663 -2.41420 3.05183
H 4.63087 -0.71407 -0.50659
C -5.03693 0.13146 -1.44751
C 4.34468 1.55851 1.00459
H 6.20053 -2.58635 -0.65282
C 0.57674 -5.24503 -0.50590
O 6.21678 -1.77250 -4.07336
H 5.24050 4.62027 -0.12386
C 3.32777 0.34098 -3.55072
H -2.40392 1.79979 4.89622
C 0.57098 -1.01546 4.95498
C 0.04555 -3.97064 -0.54551
N 1.63123 -0.92201 -2.46964
H 1.27363 -0.35154 -6.92147
C 3.69293 -1.96149 -3.00799
C -3.42511 -1.36811 4.27929
Si -4.68311 -0.47987 3.21316
C 4.41933 -1.62324 0.04484
H -4.75373 3.21601 -1.95698
H 1.49097 2.60537 -0.50243
Sb 1.81093 -0.18618 0.83207
H -7.08062 0.94726 0.95098
Te -1.97331 -0.93287 0.63796
Si -3.54306 0.81425 1.61675
H -6.52195 2.56217 1.40705
C 4.61807 3.75627 0.06762
N 0.09048 -2.53249 -4.76887
C -1.57680 2.00023 4.21125
C 3.30841 3.72920 -0.38732
H 1.01189 0.03387 6.77217
C 5.60700 -0.69384 -4.14096
C -0.95773 3.15614 -2.79977
H -2.86014 -2.09734 3.69478
C 2.51788 2.61186 -0.15642
C 1.47175 -0.05264 2.93200
H -5.41617 -0.79076 -1.00235
C -6.60667 1.85594 0.57786
C -4.30545 3.09373 -0.96752
H 4.37157 -2.80492 -3.01669
H -2.71438 -0.67094 4.72828
O 5.91498 0.44041 -4.53089
H -7.27453 2.29928 -0.16502
H -2.82011 4.82459 3.26755
H -6.58866 -1.23823 1.79424
C 0.18190 3.45091 -3.53790
C 0.51443 -1.04522 -6.57029
C 1.05773 1.31340 -2.94281
C 3.26415 -1.73551 0.81385
H -3.93364 -1.90275 5.08550
C 5.31246 -2.68458 -0.04069
C -5.76957 -1.72162 2.32821
Si -4.93038 1.50422 -0.18279
H -0.00021 -1.79318 5.44633
C 2.42885 -4.42259 -1.77416
C -1.01703 1.94080 -2.14838
```

Output
Multiplicity = 6
Total charge = +1
Energy above the lowest of the compared OMol25 structures with the same formula, charge and spin = 0.0 kcal per mole
Electronic energy = -160081.6825 eV

Here are the Mulliken charges for atoms 1 to 4, given in e: atom 1 (H): 0.5746, atom 2 (H): 0.3265, atom 3 (S): -0.2702, atom 4 (H): 0.7159

Formula: C46H57INO5PSiV
Source: the Open Molecules 2025 dataset
Level of theory: ωB97M-V/def2-TZVPD

XYZ file:
```
113
C46H57INO5PSiV (ωB97M-V/def2-TZVPD)
H -4.05958 -6.52290 -0.40067
C 0.61042 4.60466 -3.01733
H -3.52860 -4.75520 0.86978
H 2.79373 1.88619 -2.99172
H 3.06613 3.34222 -3.93790
C -0.48190 -4.70080 3.45657
C -5.51488 0.30256 -0.35395
H -6.42967 0.86367 -0.59305
C -2.82590 3.34645 1.34177
C 2.89165 -3.63621 1.64034
C 1.39626 -1.75518 1.46286
C 0.98159 3.12025 -3.23234
H -4.69562 -2.10276 1.85092
H -0.38458 4.86498 -3.39480
H 2.75762 3.34811 -2.11925
C -3.24667 -0.31588 -0.78743
H -4.34601 1.13685 -1.99959
C 1.53605 -1.58932 2.88573
H 1.27478 4.70767 0.15671
H 3.84260 -4.02477 3.51364
C 2.13891 -2.77028 0.85242
C 4.09967 2.95971 0.83024
C 2.44310 -2.38031 3.66423
C -0.54249 -2.97607 -2.31911
H -0.55823 -4.69950 1.33123
C 1.46857 -1.87473 -2.56232
H 2.66273 -0.55356 -4.65546
H 0.74150 1.67935 -4.82669
H 3.81242 0.32030 -3.64647
H 1.45287 -2.58089 -4.58433
H -2.33160 3.20851 2.32572
H -3.30672 4.60912 -1.38196
O -0.85465 2.74638 0.19900
H -0.88494 5.15496 1.53042
C 3.24622 -0.55900 -3.75149
H 2.54762 5.52548 1.10031
C 2.48171 2.93006 -3.06745
C 2.01543 3.16216 2.36972
C 3.15089 -3.43878 2.96399
H 1.31711 5.26038 -3.53202
C -5.59304 -0.54759 0.74423
C -3.06563 -4.71907 -0.09568
H -6.47609 -0.62619 1.30759
H 0.17178 0.30015 5.42902
C 1.69888 -1.22683 5.65463
H 4.35366 2.78750 -0.24433
C 2.35455 4.72276 0.37330
P -1.96660 -2.30971 0.50900
H 2.12957 -2.71294 -2.21629
H -0.55286 5.36913 -0.31344
H -2.84077 2.81936 -1.49608
V 0.16508 -1.10346 0.07157
C -1.26794 5.18249 0.49627
O 0.33163 2.27790 -2.22135
H -1.92839 6.04480 0.44484
H -2.25879 -2.66151 5.44851
C -3.37375 -5.81644 -0.92757
C -3.33016 -1.23094 0.32500
H 2.15529 2.15191 2.73643
O 0.09030 0.42455 -0.50724
Si 0.44491 2.20746 -0.58930
H -3.23067 -6.71407 -2.84861
C -2.92918 -5.84840 -2.24399
C -1.09528 -4.19431 4.60481
C -1.60883 -2.98012 2.11839
H 3.61643 -1.21070 -0.89351
C 0.50431 2.71564 -4.60834
C 2.50868 -2.18740 5.06055
H -0.52548 2.89485 -4.72455
H 0.31438 -1.18226 -4.30768
H 3.39914 -4.46358 1.12748
C 0.73661 -2.11457 -3.88350
C 3.07695 -0.28517 -1.22718
C -1.93991 -3.06827 4.50997
N 0.23266 -2.11965 -1.66491
C -2.21262 -3.72594 -0.57963
H -2.79992 -1.59759 3.28973
H -1.71285 -4.89015 -3.74397
H 1.57144 0.29391 -2.54825
H -2.28295 -0.32226 -1.32658
H 2.18050 -2.93705 -0.23782
C -0.88927 -4.15824 2.19225
H -3.25481 2.38923 0.97462
C -2.07538 -4.84208 -2.71258
C -4.37304 0.43382 -1.16635
C 0.70967 -0.71859 3.61679
H -3.55683 4.14059 1.32592
C -4.54312 -1.38163 1.02525
I -0.59817 0.32544 2.38203
H 4.29248 2.05298 1.31884
H 0.12405 -5.57916 3.35735
C 0.78575 -0.43628 4.93377
H 3.95553 -1.41224 -3.71287
H 2.51330 3.79785 3.13453
C -2.17577 -2.45578 3.28297
O 1.89172 2.33042 0.08725
H 2.93397 4.92521 -0.58420
H 2.52030 0.07525 -0.37431
H 3.19913 -2.76171 5.69181
H 0.59891 4.89165 -1.95900
C -1.65390 -3.80849 -1.86553
O -0.22539 -3.12322 -3.61170
H 0.95578 3.45556 2.30329
C -1.90284 3.84648 0.22739
C 2.29816 -0.54714 -2.50534
C -2.57030 3.86697 -1.18673
H 1.72917 -0.95081 6.69766
H 1.02380 3.28807 -5.35277
H 4.71382 3.74748 1.24304
C 2.60841 3.29533 0.94237
H -1.69187 4.08416 -1.84433
H -0.92592 -4.60944 5.60182
H 3.80010 0.59823 -1.45509
```

Output
Total charge = +3
Electronic energy = -111287.9080 eV

Here are the Mulliken charges for atoms 1 to 4, given in e: atom 1 (H): 0.4188, atom 2 (C): -1.5683, atom 3 (H): 0.4745, atom 4 (H): -0.7449

Formula: C46H57N12O6S
Source: the Open Molecules 2025 dataset
Level of theory: ωB97M-V/def2-TZVPD

XYZ file:
```
122
C46H57N12O6S (ωB97M-V/def2-TZVPD)
H -5.14372 4.13580 1.16609
H 3.35049 0.42178 3.64199
H -8.98438 -1.13160 -5.07427
H -1.23192 -2.15060 -5.17890
H -0.47604 -8.01933 9.03522
H 6.56880 -0.92893 0.46761
H 1.86016 2.13579 2.45844
O -1.03054 -0.76722 5.43256
N 4.26451 3.98112 3.38013
C 5.11777 -2.06086 4.99915
H 3.37328 5.47821 -8.52499
C 7.30117 -2.35217 -0.91499
H -10.88297 -0.07942 -6.69403
C -1.87130 -1.75334 -5.94797
H -4.05250 2.47946 2.68971
H 0.34509 2.39197 -8.78274
N 3.77351 1.92020 -1.93257
N -8.52063 0.91167 -4.68768
H 6.88357 -1.51669 6.15592
H 5.22964 1.35157 -4.78268
H 8.75141 -1.02498 1.67268
H -6.05852 2.17546 -2.20751
N 2.29236 2.47248 -7.91542
N 4.11308 -2.95497 5.24397
N -5.63030 3.70790 1.93157
C 4.32627 -3.57050 6.44581
C 3.29420 2.23475 -4.06672
S 4.99159 0.74938 1.38319
H 4.19506 3.20979 -7.29761
H 3.69981 1.91451 -0.93067
O 3.88676 3.19145 1.33283
C -2.72325 -0.18451 1.47017
C 0.83782 0.09941 4.24846
C 2.79738 -0.21764 2.93713
H -7.54189 4.63994 1.71950
C -7.21723 3.17799 3.37448
C -9.01198 2.11487 -5.10661
C 1.12256 1.37474 2.17198
H -5.14337 -1.72769 -3.42335
C 2.82593 2.40199 -2.78985
H -7.76120 0.78931 -4.03601
O -2.93317 0.64342 3.70653
O -1.18346 -0.68899 3.18646
C -9.22023 -0.10133 -5.27932
H 3.63118 -4.30291 6.82006
H 3.18199 -5.71177 8.82362
H 10.31183 -2.79416 0.34112
H -4.78517 -0.58620 -6.80976
H -10.62923 2.61846 -6.48373
H -5.39450 -1.91032 -0.94611
H 3.33068 -3.12790 4.63983
N -5.36002 -0.93710 -2.84667
H 1.46677 -0.54415 4.87276
H 8.80912 -3.69941 -1.73512
N -3.16391 -1.39660 -5.67820
C -1.63777 -1.50106 -7.27265
H -3.35922 -1.06764 1.39137
C -10.17164 0.45977 -6.09109
C 5.48814 -3.07145 6.97230
H 3.82627 -1.22825 1.33030
H 3.17675 5.07695 1.90043
N 1.11706 -5.21424 8.62733
H 5.12661 -1.46115 4.10519
C -2.83793 -0.97146 -7.82297
H -3.00257 -0.66256 -8.84138
H -5.90279 1.74985 4.50716
C -10.03913 1.87079 -5.98086
O -1.11326 1.79956 1.47163
C -6.93418 3.94727 2.27641
H 5.69610 1.02242 -2.13511
C 4.57662 1.62526 -3.97018
C 1.52820 4.27487 -8.94310
H 1.90345 2.81735 -2.42183
C -5.82488 0.27030 -1.05262
H -6.00317 0.55699 -0.02908
H -5.47068 0.59918 -4.33255
H -3.27275 0.69998 1.15413
C 3.72482 4.19927 2.21031
H 2.76468 0.04259 0.76628
C 8.51622 -2.98097 -0.98799
C -2.33432 0.01300 2.89909
C 3.27337 3.41979 -7.81269
H 2.22995 -8.21511 9.21076
H 2.77601 2.51756 -4.96843
H -8.16361 3.14271 3.88894
C 3.45891 -0.22375 1.55569
C -5.07569 2.79919 2.79137
N 4.81342 2.70654 3.29324
H 2.34683 1.54347 -7.54008
C -3.76113 -0.91968 -6.81423
C 0.23929 -7.22059 8.93383
C 5.99152 -2.11060 6.05147
C -5.51714 -0.98780 -1.48652
H -8.59158 3.03985 -4.75085
C 4.56933 2.27278 2.09421
H 5.92466 -3.35522 7.91534
H 1.19784 1.20134 1.09795
C -0.29076 1.97311 2.41614
C 9.30271 -2.50673 0.09796
O -0.43409 2.51580 3.52560
H -0.70938 -1.67351 -7.79036
H 2.87078 -1.23366 3.33731
N 1.37261 0.10914 2.88703
N 7.32617 -1.51912 0.16865
C 1.22539 2.98402 -8.60158
H 6.42815 -2.42356 -1.54118
C 1.65494 -7.32338 9.02603
C -5.85249 1.11795 -2.19402
C 2.82954 4.55256 -8.44006
C -5.55901 0.34712 -3.28823
C 4.84253 1.44523 -2.63769
C -0.05960 -5.90691 8.68688
C 8.53797 -1.60699 0.79268
H -1.00363 -5.40950 8.54696
H -3.60570 -1.47106 -4.78297
H -1.84503 -0.27866 0.83570
C -0.54726 -0.46965 4.39085
C 2.16599 -6.06790 8.83253
H 0.88698 4.94792 -9.48696
C -6.03740 2.44965 3.70007
H 0.82737 1.09348 4.70576
H 1.19695 -4.22713 8.46066
```

Output
Total charge = -1
Electronic energy = -89626.7726 eV

Here are the Mulliken charges for atoms 1 to 4, given in e: atom 1 (H): 0.2142, atom 2 (H): 0.6097, atom 3 (H): 0.3527, atom 4 (H): 0.3606

Formula: C46H58Ge2N4O5S3V
Source: the Open Molecules 2025 dataset
Level of theory: ωB97M-V/def2-TZVPD

XYZ file:
```
119
C46H58Ge2N4O5S3V (ωB97M-V/def2-TZVPD)
H 1.76894 -3.11069 0.95059
C 6.01237 0.03434 1.29329
H 2.59097 1.08728 2.67229
V 0.47065 -0.10828 0.02300
H 1.92412 4.96757 1.18670
H 5.28180 2.75075 -0.58097
C -3.91499 -0.06984 -4.44827
C 1.34038 1.16165 -3.20211
C -2.72052 0.57691 -1.81073
C 1.11501 1.98604 -4.46740
H -0.26873 -2.58170 -2.91677
N -0.34868 -4.90330 -0.43321
C -2.55838 0.21226 -4.23989
C 0.50032 -5.99348 0.03272
H -4.07604 0.09514 -7.83212
H 0.98100 -2.86126 -5.11925
C 1.49442 1.46216 4.48409
H 3.32647 1.36787 -1.12212
C -0.89512 -0.60723 4.57875
C 3.78754 0.73519 4.41541
C 1.73291 -5.24408 0.53905
H -1.79508 4.76283 -3.99815
H -1.70632 3.15353 0.56952
H 2.13590 -5.67670 1.45133
C 1.19609 2.85937 0.26952
H -2.09319 -4.21192 -1.31007
H -0.51065 2.27429 4.46226
C 0.21519 1.81049 3.78694
H 1.88645 -4.31749 4.51871
H 0.69469 1.80312 6.44983
H -2.23963 -4.94728 3.54844
C -2.13344 4.22069 -3.11217
C -3.81570 2.92607 0.15413
C 6.15849 1.29585 0.73233
H 0.37125 2.48295 2.94455
H -4.55506 -0.29093 -3.60239
H 2.76773 1.15898 7.61876
H -1.02763 6.35383 -1.57709
H 2.52205 -5.19973 -0.21476
H -1.48696 -5.74986 -1.95733
C 0.22786 5.09606 -0.48922
C -3.31550 -0.53048 1.06428
H -1.93007 -0.41851 4.86888
H 4.75831 0.47199 6.31134
H -0.70936 0.60767 -5.24786
H 1.39649 -2.06560 -2.82222
H -2.59629 2.30600 1.82443
C -4.36226 -1.25729 0.22149
H 0.72666 -6.68077 -0.78080
S 2.52765 -1.31579 -0.24323
C 5.17945 1.77088 -0.12986
H -4.13636 3.86533 0.61529
H 1.22035 -1.12095 -5.19365
C -2.30430 0.38322 -6.65309
H 1.45185 -1.89858 4.78763
H -3.77571 0.80599 -1.97963
O 0.35181 7.33218 0.14495
C 0.43345 -1.83041 -3.28310
H 1.11601 1.36878 -5.37082
H 1.57427 1.84394 -2.38676
H -2.74023 -1.26075 1.64010
H 0.16439 2.52637 -4.44017
C 1.56091 1.48793 5.87644
C -1.76927 0.41608 -5.37067
S -0.81553 -2.28342 -0.08616
H -3.89188 -1.86181 -0.55951
H 6.77237 -0.35713 1.95958
C 2.72795 1.12981 6.53671
C -0.15084 -4.78744 4.02264
N 1.18018 -3.91832 0.78254
H -0.00124 -6.55023 0.83104
H -2.31746 3.18189 -3.38139
O 1.70960 5.93845 1.19959
C -2.49796 2.42036 0.74207
C 0.05607 -3.73282 0.08742
H -4.98624 -1.92384 0.82601
H 4.77707 -1.71392 1.45603
Ge -0.04995 -0.07542 -2.49156
H 2.22214 0.52172 -3.32469
N -0.47732 3.22940 -1.53797
C 0.35434 3.72466 -0.57322
N -0.71082 5.40885 -1.42297
Ge -2.04542 0.61459 0.02161
C 0.55855 -1.90189 -4.80347
C 0.77654 6.21727 0.32192
C 0.88605 -3.92925 4.36728
H -4.62479 2.20075 0.29622
H 4.65946 0.45895 3.83438
C 3.89906 -0.25684 0.15298
S -0.66581 0.39353 3.06999
H 0.03730 -5.84963 3.91315
H -0.22737 -0.22341 5.34618
C 4.06604 0.99898 -0.42687
C 4.89073 -0.73216 1.01075
H -1.65726 0.55325 -7.50628
O 1.04440 1.58347 0.12405
C -1.62781 -5.15980 -1.05135
H -3.72744 3.10025 -0.92334
C 0.64362 -2.57361 4.52396
H -0.40660 -1.79303 -5.30436
C -0.64265 -2.06842 4.35467
O 0.35114 -0.35274 2.22530
H -3.07343 4.66499 -2.77936
C -1.67210 -2.92686 3.98756
H 7.02942 1.89893 0.95849
C -3.65318 0.12789 -6.83585
H -2.67373 -2.53651 3.84071
C 3.84223 0.74733 5.80285
O 1.98651 3.31267 1.07026
H -2.28556 -5.70603 -0.36858
H -5.50620 -0.33382 -5.85179
H -5.03261 -0.55462 -0.28278
C -1.11091 4.26222 -2.03288
H 1.90969 2.72767 -4.59386
C 2.62110 1.08938 3.75212
H -3.80606 0.12822 1.79190
C -1.95997 0.28962 -2.87230
C -4.45427 -0.10709 -5.72288
C -1.42793 -4.28385 3.82225
```

Output
Multiplicity = 2
Energy above the lowest of the compared OMol25 structures with the same formula, charge and spin = 0.0 kcal per mole
Electronic energy = -236069.0849 eV

Here are the Mulliken charges for atoms 1 to 4, given in e: atom 1 (H): 0.0208, atom 2 (C): -0.6068, atom 3 (H): 0.2840, atom 4 (V): 0.1240

electronic energy of number 4 (C46H58Ge2N4O5S3V)?
-236069.0849 eV

Among the records above, which one has the highest electronic energy?
C46H57N12O6S

Among the records above, which one has the highest electronic energy?
C46H57N12O6S